Record 1
ORCA calculation (ωB97M-V with the def2-TZVPD basis set) on a 5-piece molecular cluster, C5H22N2O5 overall in a non-equilibrium geometry.

Structure (XYZ):
```
34
Properties=species:S:1:pos:R:3:mulliken_charge:R:1
N 0.87104 1.04471 -0.48993 -0.40
H 2.45429 -0.89030 -1.65644 0.42
H 2.73935 -1.91807 -0.08338 0.40
O -1.10202 1.71738 2.16763 -0.61
H -0.15574 1.44187 2.06825 0.30
C 0.06347 0.76417 -1.62513 -0.37
H 0.59182 -0.78978 0.64498 0.05
C 1.44058 -0.18092 0.11966 0.81
H 1.54367 -3.23889 -1.39953 0.39
H -3.41119 0.86388 0.89605 0.29
H -3.92551 -0.54432 0.45437 0.30
H 0.16907 -2.62574 -0.33213 0.18
H -1.00718 -0.85364 -1.24730 0.31
H -1.89294 -2.32754 1.17316 0.29
H 3.02074 -0.85208 1.52695 0.25
C 1.99856 -1.35660 -0.78335 -0.96
H 0.61548 0.21267 -2.41544 0.28
H -2.99367 1.39856 -1.49221 0.35
O -1.10009 0.06929 -1.26504 -0.51
O -2.84141 2.20275 -2.01314 -0.66
H 0.43933 -1.89806 -2.07326 0.25
N 2.22895 0.96756 2.24092 -0.44
O -3.91024 0.40934 0.22428 -0.66
H 1.67712 0.68992 3.06972 0.23
O -2.21398 -1.66452 0.60379 -0.68
C 0.88706 -2.32687 -1.15758 -0.91
H -0.39211 1.78268 -1.89458 0.22
H 0.23887 1.38513 0.21302 0.18
C 2.56835 0.17769 1.11685 -0.84
H -1.92531 2.12383 -2.26787 0.35
H 3.32601 0.65802 0.45371 0.32
H -0.97263 2.60259 2.50205 0.29
H 2.56466 1.90102 2.27364 0.18
H -1.59440 -0.94571 0.44726 0.40
```

Values from the calculation:
largest force on an atom: 2.8 eV/A
energy above the lowest of the compared OMol25 structures with the same formula, charge and spin: 221.8 kJ/mol
LUMO level: 0.41 eV

***

Record 2
ORCA calculation (ωB97M-V with the def2-TZVPD basis set) on a 5-piece molecular cluster, C5H22N2O5 overall in a non-equilibrium geometry.

Structure (XYZ):
```
34
Properties=species:S:1:pos:R:3:mulliken_charge:R:1
H 0.19662 3.19003 0.06939 0.20
N 1.60245 -0.77043 0.13402 -0.45
C 1.51982 1.66392 0.48237 -1.28
H 0.13192 1.67656 2.63312 0.39
H -1.38847 -3.78861 0.44217 0.27
H -1.83993 1.31174 0.63962 0.18
H 0.95056 -1.52864 -0.03073 0.34
H -1.29960 -1.38591 -3.22268 0.33
H -0.20466 -0.95025 1.79500 0.34
H 2.01098 1.77176 -0.48596 0.29
C 0.68639 0.37962 0.38611 0.27
H -2.18900 -0.41852 0.74421 0.30
N 0.70750 2.81478 0.85196 -0.48
H -0.76094 -1.46057 -1.83471 0.34
H 0.10968 0.50030 -0.53669 0.38
H -2.60379 1.60534 -1.79644 0.31
O 1.38103 -0.35357 -2.89345 -0.67
H 3.49607 -1.28429 0.90182 0.31
C -0.26681 0.10368 1.56535 0.50
O -1.60785 -1.38096 -2.30464 -0.62
O -1.12999 -2.88128 0.23673 -0.57
C 2.48675 -1.11245 1.25148 -0.96
H 2.16263 -2.02183 1.76301 0.30
O -3.24135 1.10008 -2.30933 -0.65
H 1.14942 -0.55196 -1.97572 0.32
O 0.16292 0.72000 2.77342 -0.63
H -3.02067 0.16866 -2.18504 0.33
C -1.72123 0.41761 1.24755 -1.38
H -2.30018 0.62626 2.15038 0.41
H 1.22623 3.55560 1.30058 0.19
H 2.29789 -0.66412 -2.93587 0.31
H 2.44892 -0.34670 2.02242 0.33
H -1.67623 -2.66423 -0.53714 0.28
H 2.28082 1.51748 1.23880 0.48
```

Values from the calculation:
largest force on an atom: 1.1 eV/A
energy above the lowest of the compared OMol25 structures with the same formula, charge and spin: 79.4 kJ/mol
LUMO level: 0.37 eV

***

Record 3
ORCA calculation (ωB97M-V with the def2-TZVPD basis set) on a 5-piece molecular cluster, C5H22N3O4 overall in a non-equilibrium geometry.

Structure (XYZ):
```
34
Properties=species:S:1:pos:R:3:mulliken_charge:R:1
O -1.89010 -1.97507 1.30842 -0.59
C 2.58125 -1.57418 -0.74205 -0.07
H 0.75682 1.52716 1.71867 0.30
N -0.60339 0.28025 0.81694 -0.26
H -1.07588 0.11817 1.72827 0.54
H 2.78251 0.91639 0.65537 0.31
H -0.56383 3.55072 0.34956 0.39
C 2.26046 0.75898 -0.32727 -0.98
N 1.89168 -0.64781 -0.20453 -0.38
H 1.36798 2.71355 -0.46087 0.39
H 0.45554 1.63707 -1.28378 0.17
H -0.69394 -1.78574 3.23667 0.28
H -2.61608 -2.54410 1.61649 0.29
H -0.57956 -0.61131 4.11819 0.28
H 3.51095 -1.42231 -1.26085 0.38
O -0.52331 -0.82920 3.18436 -0.58
H 1.05872 -2.91487 -0.50893 0.16
O -2.69648 0.50739 -1.04231 -0.63
H 0.02708 -0.51120 0.62068 0.55
H 2.59444 -3.63618 -0.38947 0.22
H -1.49268 -2.44771 0.57866 0.28
H -1.93103 2.28591 0.62542 0.27
H -1.39490 0.19045 0.14500 0.41
H -1.92679 1.10288 -4.07115 0.33
H 3.07430 0.97314 -1.02084 0.51
C 1.05804 1.65549 -0.37842 -0.63
N 2.04069 -2.85503 -0.69847 -0.40
H -3.57710 0.14877 -1.18698 0.28
O -1.13188 0.77703 -3.64054 -0.66
H -0.37268 1.31079 -3.83123 0.30
H -1.02557 3.10703 1.89783 0.34
C -0.95260 2.68103 0.88161 -1.30
H -2.24905 0.39085 -1.90052 0.30
C 0.11384 1.57579 0.80557 0.22
```

Values from the calculation:
largest force on an atom: 2.5 eV/A
energy above the lowest of the compared OMol25 structures with the same formula, charge and spin: 107.5 kJ/mol
total charge: +1
LUMO level: -2.58 eV

***

Record 4
ORCA calculation (ωB97M-V with the def2-TZVPD basis set) on a 7-piece molecular cluster, C5H22NO7S overall in a non-equilibrium geometry.

Structure (XYZ):
```
36
Properties=species:S:1:pos:R:3:mulliken_charge:R:1
H 2.10521 -2.46148 1.25863 0.23
H -0.15180 -0.88475 -2.79078 0.30
H -2.73482 1.90039 -0.51757 0.28
O -0.48576 0.02520 -2.71051 -0.54
H 2.49657 0.48055 0.43503 -0.10
H 2.05444 2.19029 2.67163 0.34
O 2.93187 2.54476 2.46530 -0.66
H 3.14856 -0.23677 -2.47450 0.33
C 1.66458 0.17551 -0.22605 -0.38
H 0.59119 -0.12261 1.71897 0.47
O 2.02993 -3.25523 1.85007 -0.63
O -3.37389 0.65918 -2.73078 -0.69
H 3.32768 1.72859 2.13173 0.32
H -1.65593 2.77630 1.41868 0.42
H 2.38949 -3.99003 1.34987 0.28
H -0.99462 -2.79783 2.12210 0.43
O -0.96683 -3.58327 2.69814 -0.71
H 1.56522 0.74181 -1.14517 -0.01
H -3.38471 0.11323 -3.52050 0.27
H -1.51414 1.15845 2.12015 0.36
H -1.24010 -0.38815 -0.63812 0.14
O 3.02470 0.36974 -3.23414 -0.64
H -3.70712 1.93238 0.87580 0.42
H -3.06039 0.38996 0.26736 0.28
C -2.83115 1.44981 0.46493 -1.12
H -2.68294 0.51449 -2.08097 0.40
C -0.52098 -0.80228 0.10852 -0.13
H -0.47926 0.23227 -3.65800 0.23
N -0.17083 1.59100 0.62419 -0.32
H 2.51169 1.08718 -2.84012 0.33
S 2.06168 -1.52602 -0.65567 -0.58
O -0.60738 -1.90858 0.57743 -0.62
H -0.12706 -4.00397 2.48534 0.31
H -0.14539 1.91598 -0.34303 0.29
C 0.44066 0.26530 0.73530 0.31
C -1.50837 1.71856 1.18675 -0.61
```

Values from the calculation:
largest force on an atom: 4.5 eV/A
energy above the lowest of the compared OMol25 structures with the same formula, charge and spin: 201.7 kJ/mol
total charge: -1
LUMO level: 2.61 eV

***

Record 5
ORCA calculation (ωB97M-V with the def2-TZVPD basis set) on a 7-piece molecular cluster, C5H22NO8 overall in a non-equilibrium geometry.

Structure (XYZ):
```
36
Properties=species:S:1:pos:R:3:mulliken_charge:R:1
H 0.49838 2.42679 1.61148 0.15
H -0.81637 -1.90469 1.53630 0.56
O -2.05497 2.84281 -2.34864 -0.71
H -0.08134 0.56864 -3.33320 0.41
C -0.04969 1.40789 1.61570 -0.41
O 2.43286 0.65476 -1.02341 -0.85
C -0.10885 -2.70459 -0.31623 -0.31
H 3.44498 -0.47193 1.35621 0.22
H -2.97019 -1.07575 0.57077 0.45
O 1.27470 -0.60597 -3.05991 -0.84
C -1.13425 -0.26312 0.04820 0.53
H 3.23539 1.05032 -1.04969 0.17
H -1.68068 2.76585 -1.50151 0.31
H 0.77879 -1.15480 -2.45215 0.32
H 0.68269 0.74304 -0.13664 0.14
H -1.46405 2.28259 -2.90365 0.44
O 0.79937 0.51189 2.36351 -0.64
H 0.60695 -1.22301 0.88208 -0.27
H 1.49079 0.06272 1.78622 0.40
O -0.39201 -1.24861 3.91799 -0.71
O 2.61770 -0.71395 1.09111 -1.00
H -1.35696 -0.17797 -1.04805 0.36
H -0.80551 1.52803 2.38735 0.36
O -0.16820 -2.60451 -1.51646 -0.59
H -0.08379 1.40368 -4.49003 0.29
H -0.29548 -0.58257 4.59277 0.31
C -0.40930 -1.56478 0.57922 -0.06
H -3.09612 0.77352 0.73933 0.22
N -0.26639 0.95419 0.26920 -0.16
H 0.15299 -0.79121 3.19728 0.46
H -2.16528 -0.25478 1.93904 0.50
H 0.13054 -3.66897 0.12282 0.39
O -0.63106 1.14259 -3.80886 -0.67
C -2.42021 -0.14965 0.92124 -1.68
H 1.82724 -0.01382 -2.48820 0.50
H 2.47733 0.05541 -0.05120 0.44
```

Values from the calculation:
largest force on an atom: 4.4 eV/A
energy above the lowest of the compared OMol25 structures with the same formula, charge and spin: 399.5 kJ/mol
total charge: -1
LUMO level: 3.32 eV

***

Record 6
ORCA calculation (ωB97M-V with the def2-TZVPD basis set) on C5H23FInO5 as an isolated structure.

Structure (XYZ):
```
35
Properties=species:S:1:pos:R:3:mulliken_charge:R:1
H -2.54173 -1.47969 -3.05041 0.21
H 0.33018 -1.37766 2.88190 -0.33
H -2.09891 -1.39537 1.18291 -0.33
F -0.92193 1.46264 2.32561 -0.74
H 1.37096 3.69849 -1.61358 0.25
H -3.93300 0.39067 -1.31658 0.21
H 2.51430 2.91966 5.32562 0.23
H 3.76536 -3.12332 -0.70234 0.23
H 0.41794 -0.48052 0.02386 -0.14
H 2.88583 -1.02103 -0.94247 0.29
C -4.75887 -0.31603 -1.42670 -0.52
H 4.58594 -2.52975 0.76507 0.21
C -1.60787 -2.04564 -3.09195 -0.49
H -5.11106 -1.97119 -2.37303 0.26
O 1.13867 1.44418 4.95904 -0.51
H -5.01301 -0.73133 -0.44845 0.25
H 2.44660 2.33335 3.64320 0.19
H 2.80506 -2.60019 0.71617 0.22
O 3.67620 -1.09329 -0.38070 -0.49
H -0.50224 -0.51767 -2.64251 0.23
H -1.24796 -2.10044 -4.12224 0.28
C 1.85110 2.58740 4.52352 -0.47
O 1.07767 1.66403 -1.52749 -0.39
H -1.77997 -3.05628 -2.71431 0.17
H 1.14640 3.38677 4.28178 0.23
O -0.63385 -1.41170 -2.28351 -0.34
H 2.48215 2.79549 -0.53754 0.24
O -4.35858 -1.36035 -2.29466 -0.50
H 0.55904 1.17253 4.22711 0.30
H -5.62330 0.20055 -1.85100 0.27
C 1.45417 2.87563 -0.89943 -0.58
H 1.68736 1.52669 -2.27242 0.26
C 3.70653 -2.41442 0.12713 -0.48
H 0.78640 3.06041 -0.05470 0.22
In -0.55560 -0.49261 1.56311 0.55
```

Values from the calculation:
largest force on an atom: 0.9 eV/A
total charge: -1
LUMO level: 2.77 eV

***

Number 1: HOMO-LUMO gap 9.74 eV, total energy -18757.847 eV. Number 2: HOMO-LUMO gap 9.37 eV, total energy -18759.323 eV. Number 3: HOMO-LUMO gap 9.62 eV, total energy -18196.737 eV. Number 4: HOMO-LUMO gap 6.54 eV, total energy -32200.260 eV. Number 5: HOMO-LUMO gap 9.20 eV, total energy -23412.893 eV. Number 6: HOMO-LUMO gap 7.48 eV, total energy -23684.319 eV.